[1]
C31H42BrCl3InN4O6SSi | ωB97M-V/def2-TZVPD

Positions of all 90 atoms, in Å:
In 0.4203 -0.4405 -1.3136
C -1.2530 -4.6139 1.0980
O -0.0720 -3.9340 1.5809
C 0.3187 -2.9017 0.8587
O -0.2358 -2.5201 -0.1611
N 1.4294 -2.3172 1.3696
N 1.8982 -1.1798 0.7195
H -1.3689 -5.4773 1.7428
H -1.1149 -4.9157 0.0626
H -2.1147 -3.9551 1.1749
H 1.7910 -2.6068 2.2644
H 2.8691 -1.2960 0.4553
H 1.7636 -0.3530 1.2924
O 2.8388 -8.2001 -3.2723
C 3.7722 -7.2939 -3.6310
O 4.7311 -7.6225 -4.2636
C 3.5298 -5.8763 -3.1995
C 2.8723 -5.5531 -2.0183
C 2.6815 -4.2272 -1.6691
C 3.1635 -3.2136 -2.4868
C 3.8174 -3.5368 -3.6743
C 4.0073 -4.8609 -4.0207
N 2.9420 -1.8747 -2.0743
C 3.8257 -1.0014 -2.3121
C 3.6501 0.4174 -1.9391
C 4.6924 1.3029 -2.1580
C 4.5467 2.6296 -1.7821
C 3.3584 3.0245 -1.1956
C 2.3540 2.0828 -1.0289
N 2.4902 0.8058 -1.3884
H 2.0763 -7.7678 -2.8706
H 2.5263 -6.3323 -1.3488
H 2.1755 -3.9642 -0.7501
H 4.1522 -2.7551 -4.3446
H 4.5260 -5.1272 -4.9319
H 4.7854 -1.2481 -2.7737
H 5.6096 0.9488 -2.6097
H 5.3504 3.3359 -1.9411
H 3.2003 4.0424 -0.8663
H 1.4085 2.3360 -0.5709
C -5.2438 0.3542 4.0134
C -4.8027 1.7010 3.4233
C -5.9239 2.2572 2.5343
C -4.5712 2.6829 4.5725
C -3.5404 1.4907 2.5876
C -3.5808 0.6994 1.4515
C -2.4309 0.4999 0.7159
Br -2.6082 -0.5581 -0.8606
C -1.1747 1.0392 1.0280
O -0.0855 0.8275 0.2858
C -1.1335 1.8612 2.1841
C -2.3088 2.0504 2.9104
C 0.1278 2.6393 2.6090
C 1.3992 1.7789 2.6314
C 0.3191 3.8019 1.6213
C -0.0041 3.2382 4.0170
H -6.1491 0.4799 4.6112
H -4.4638 -0.0598 4.6556
H -5.4577 -0.3734 3.2283
H -6.8220 2.4329 3.1294
H -6.1881 1.5654 1.7331
H -5.6234 3.2042 2.0811
H -5.5053 2.8272 5.1174
H -4.2457 3.6597 4.2080
H -3.8302 2.3103 5.2826
H -4.5003 0.2300 1.1264
H -2.2608 2.6739 3.7868
H 1.6680 1.4632 1.6289
H 1.2637 0.9030 3.2730
H 2.2285 2.3641 3.0342
H 0.3826 3.4363 0.5942
H 1.2277 4.3639 1.8555
H -0.5304 4.4849 1.6754
H -0.2477 2.4748 4.7581
H -0.7567 4.0252 4.0670
H 0.9482 3.6897 4.3002
C -2.5560 2.4562 -3.1313
S -1.0888 2.6177 -2.1284
C -0.4137 4.0716 -2.9216
O -0.1672 1.4914 -2.5675
H -2.2495 2.3164 -4.1675
H -3.1579 3.3572 -3.0115
H -3.1032 1.5870 -2.7729
H -0.3955 3.9193 -4.0000
H 0.5990 4.1967 -2.5425
H -1.0215 4.9352 -2.6534
Cl -0.6423 -3.5798 -3.2047
Si -0.2047 -1.6088 -3.5148
Cl -1.8728 -0.7947 -4.3701
Cl 1.2844 -1.4443 -4.9079

Computed properties:
- highest occupied orbital energy (eV) = -10.216
- ΔE to the lowest compared entry with this formula, charge and spin (kcal/mol) = 3.7
- net charge = +1
- lowest unoccupied orbital energy (eV) = -3.56

***

[2]
C31H42BrGePdS3Si | ωB97M-V/def2-TZVPD

Positions of all 80 atoms, in Å:
Pd 0.7108 -2.8527 0.1584
S 3.4130 -5.1375 3.0953
C 2.4517 -4.2718 2.0548
S 2.9992 -3.4688 0.6317
S 0.7534 -4.0211 2.2523
C 1.3736 -5.5476 -5.5059
C 0.0570 -5.1087 -5.5047
C -0.3692 -4.1872 -4.5569
C 0.4966 -3.6834 -3.5867
C 1.8070 -4.1534 -3.5968
C 2.2483 -5.0644 -4.5441
Ge -0.0436 -2.3576 -2.1777
C 0.4114 -0.6574 -3.1567
C 1.0775 -0.5995 -4.3766
C 1.4162 0.6110 -4.9675
C 1.0875 1.8073 -4.3502
C 0.4225 1.7768 -3.1317
C 0.1035 0.5607 -2.5492
C -2.0406 -2.3610 -2.4878
C -2.7377 -1.3875 -3.2008
C -4.1186 -1.4338 -3.3433
C -4.8447 -2.4719 -2.7790
C -4.1710 -3.4542 -2.0658
C -2.7950 -3.3863 -1.9207
H 1.7121 -6.2696 -6.2418
H -0.6436 -5.4851 -6.2439
H -1.4014 -3.8528 -4.5774
H 2.4924 -3.8168 -2.8236
H 3.2758 -5.4122 -4.5191
H 1.3398 -1.5221 -4.8842
H 1.9407 0.6165 -5.9179
H 1.3510 2.7535 -4.8109
H 0.1600 2.7018 -2.6293
H -0.3970 0.5525 -1.5839
H -2.1953 -0.5697 -3.6638
H -4.6275 -0.6543 -3.9020
H -5.9233 -2.5144 -2.8871
H -4.7209 -4.2710 -1.6101
H -2.2869 -4.1483 -1.3352
C -1.6333 0.7671 4.3884
C -0.1848 1.2819 4.3780
C 0.6710 0.1390 4.9438
C -0.0987 2.4729 5.3412
Si 0.3343 1.7313 2.5649
Br 0.6372 -0.2040 1.5256
C -1.0695 2.6736 1.6104
C -2.2230 1.7324 1.2346
C -0.5211 3.2220 0.2849
C -1.6484 3.8509 2.4064
C 2.0286 2.6720 2.4952
C 3.0266 2.0094 3.4577
C 1.9116 4.1517 2.8809
C 2.6654 2.5832 1.1007
H -1.8734 0.4010 5.3921
H -1.7653 -0.0664 3.6969
H -2.3588 1.5429 4.1428
H 0.2990 -0.1104 5.9432
H 1.7230 0.3998 5.0426
H 0.6076 -0.7609 4.3320
H -0.4809 2.1723 6.3227
H -0.6901 3.3284 5.0081
H 0.9284 2.8101 5.4866
H -1.8775 0.8922 0.6321
H -2.9541 2.2909 0.6404
H -2.7432 1.3281 2.1013
H -0.0415 2.4413 -0.3065
H 0.1944 4.0310 0.4315
H -1.3508 3.6216 -0.3081
H -2.1735 3.5220 3.3038
H -2.3740 4.3870 1.7846
H -0.8832 4.5691 2.7084
H 2.7475 2.1383 4.5033
H 4.0109 2.4700 3.3232
H 3.1322 0.9426 3.2560
H 1.4754 4.2942 3.8717
H 1.3146 4.7187 2.1660
H 2.9106 4.6011 2.8958
H 2.8075 1.5478 0.7923
H 3.6503 3.0611 1.1348
H 2.0841 3.0851 0.3297

Computed properties:
- spin multiplicity = 2
- highest occupied orbital energy (alpha / beta) (eV) = -0.340 / -1.213
- net charge = -2
- lowest unoccupied orbital energy (alpha / beta) (eV) = 3.85 / 3.85

***

[3]
C31H42Cl6F4O24 | ωB97M-V/def2-TZVPD

Positions of all 107 atoms, in Å:
O -8.6038 -1.1012 -0.9244
C -7.7297 -1.4886 -1.6995
O -7.6852 -1.3482 -3.0333
C -6.6637 -2.1775 -3.5936
C -5.7789 -2.4174 -2.3912
F -4.8612 -1.4987 -2.4877
O -6.5945 -2.1496 -1.2699
H -7.1401 -3.1049 -3.9116
H -5.9902 -1.8424 -4.3824
H -5.3300 -3.4107 -2.3824
O -7.9031 4.4901 -5.4920
C -6.8891 4.4765 -4.8013
O -5.9203 3.5416 -4.7377
C -5.0923 3.8947 -3.6870
C -5.2837 5.3439 -3.4870
F -4.4192 6.0576 -4.2290
O -6.6245 5.4733 -3.9488
H -5.3980 3.2677 -2.8495
H -4.0592 3.6210 -3.9016
H -5.2189 5.6738 -2.4502
O -1.5837 -4.3369 2.9372
C -1.3737 -4.4538 4.1588
O -0.2348 -4.8793 4.6707
C -0.3408 -5.1707 6.0318
C -1.5432 -4.3663 6.3964
F -1.2066 -3.1640 6.9586
O -2.2166 -4.2480 5.1729
H -0.3968 -6.2172 6.3313
H 0.4507 -4.6639 6.5840
H -2.0821 -4.8554 7.2079
O 0.3263 1.0716 -6.0168
C 0.8167 1.9650 -6.6861
O 0.6499 3.2179 -6.5273
C 1.4307 3.9101 -7.4400
C 2.3268 2.8827 -8.0918
F 3.6115 2.9846 -7.5204
O 1.6794 1.6768 -7.6959
H 0.8098 4.3467 -8.2223
H 2.0349 4.6345 -6.8938
H 2.4029 2.9013 -9.1790
C -5.0918 2.0360 3.1486
C -4.9557 0.8542 4.1360
C -4.0753 1.1415 5.3562
O -4.8757 0.8174 6.3892
C -6.0857 0.3855 6.0017
O -6.9570 -0.0685 6.7750
O -6.1933 0.5356 4.6853
H -4.1404 2.3415 2.7131
H -5.5085 2.9759 3.5108
H -5.7458 1.7946 2.3106
H -4.4947 -0.0258 3.6875
H -3.9601 2.2223 5.4377
H -3.0818 0.7121 5.2267
C 2.5273 -1.4960 -1.2298
C 2.2816 0.0108 -0.9602
C 0.9117 0.3803 -0.4046
O 1.1638 1.0779 0.8008
C 2.4563 1.1580 0.9810
O 2.9898 1.5636 2.0080
O 3.0983 0.4077 0.1020
H 2.0796 -1.7696 -2.1853
H 2.1748 -2.1220 -0.4101
H 3.5949 -1.7015 -1.3078
H 2.5168 0.6354 -1.8219
H 0.4107 -0.5703 -0.2215
H 0.2539 0.8909 -1.1079
C 6.4626 -7.6914 0.9319
C 7.7294 -7.1647 0.2552
C 7.3096 -6.0181 -0.6598
O 8.0082 -4.8873 -0.1870
C 8.7771 -5.2698 0.8550
O 9.4081 -4.4906 1.5356
O 8.5571 -6.5339 1.2110
H 6.6450 -8.6184 1.4756
H 5.6638 -7.9087 0.2228
H 6.1287 -7.0129 1.7169
H 8.1969 -7.9835 -0.2916
H 6.2292 -5.8904 -0.5925
H 7.3416 -6.3173 -1.7075
C 1.2600 9.2610 5.2397
C 1.0156 7.9271 4.5351
C 0.0666 6.9181 5.2587
O -0.8924 6.6087 4.3217
C -0.8122 7.3913 3.2605
O -1.5760 7.5116 2.3058
O 0.2557 8.1772 3.3610
H 1.9380 9.9354 4.7167
H 1.7053 9.1902 6.2320
H 0.3468 9.8123 5.4639
H 1.9025 7.3200 4.3534
H -0.4573 7.4402 6.0593
H 0.6989 6.1085 5.6232
Cl 5.1380 -3.1439 5.8194
C 5.0465 -1.3604 5.9446
Cl 3.4463 -0.7953 6.5659
H 5.8316 -0.8783 6.5272
H 5.2475 -1.0588 4.9166
Cl 7.1718 -2.9788 -6.5232
C 6.8846 -1.2147 -6.2807
Cl 7.9114 -0.3668 -7.4814
H 5.8300 -0.9680 -6.4038
H 7.0749 -0.9213 -5.2483
Cl -1.8467 -6.2895 -5.5432
C -0.8604 -5.3376 -6.7061
Cl -2.0503 -4.5245 -7.7420
H -0.1614 -4.6565 -6.2208
H -0.2423 -6.0452 -7.2586

Computed properties:
- highest occupied orbital energy (eV) = -10.608
- ΔE to the lowest compared entry with this formula, charge and spin (kcal/mol) = 117.8
- SMILES = O=C1OC[C@@H](F)O1.O=C1OC[C@@H](F)O1.O=C1OC[C@@H](F)O1.O=C1OC[C@@H](F)O1.C[C@H]1COC(=O)O1.C[C@H]1COC(=O)O1.C[C@H]1COC(=O)O1.C[C@H]1COC(=O)O1.ClCCl.ClCCl.ClCCl
- lowest unoccupied orbital energy (eV) = -0.24

***

[4]
C31H42F3GeN3O5V | ωB97M-V/def2-TZVPD

Positions of all 86 atoms, in Å:
V -0.0199 -0.4033 -0.0612
C -3.8920 2.4701 -2.0490
C -3.0231 3.0496 -0.9385
C -2.5616 4.4560 -1.3282
C -3.7965 3.1155 0.3685
O -1.9147 2.1587 -0.7205
Ge -0.2151 2.4992 -1.2121
O 0.0638 0.4671 -1.7355
C 1.0673 0.2516 -2.8044
C 0.9290 1.3458 -3.8604
C 2.4531 0.3103 -2.1726
C 0.7988 -1.0897 -3.4650
O 0.5538 1.7640 0.4107
C 1.3165 2.6595 1.2497
C 0.4853 3.0033 2.4791
C 2.6285 1.9911 1.6604
C 1.6589 3.9592 0.5129
H -4.6569 3.1878 -2.3563
H -3.2741 2.2328 -2.9185
H -4.3943 1.5570 -1.7167
H -3.4164 5.1295 -1.4059
H -1.8763 4.8617 -0.5751
H -2.0474 4.4495 -2.2933
H -4.5989 3.8560 0.3121
H -4.2377 2.1435 0.5985
H -3.1215 3.3917 1.1828
H 1.3787 2.2885 -3.5472
H 1.4238 1.0210 -4.7775
H -0.1248 1.5245 -4.0894
H 2.6214 1.2974 -1.7369
H 2.5537 -0.4325 -1.3790
H 3.2299 0.1207 -2.9151
H -0.1165 -1.0409 -4.0596
H 1.6254 -1.3353 -4.1345
H 0.6875 -1.8970 -2.7470
H 0.3022 2.1167 3.0868
H 1.0059 3.7379 3.0976
H -0.4778 3.4241 2.1753
H 2.5040 1.3816 2.5558
H 2.9983 1.3584 0.8506
H 3.3917 2.7408 1.8794
H 0.7603 4.5167 0.2299
H 2.2466 4.5994 1.1717
H 2.2448 3.7664 -0.3908
C -2.7700 -0.9074 -1.8767
C -3.0061 -0.6735 -0.4144
C -4.2990 -0.7534 0.0926
C -4.5397 -0.4983 1.4226
C -3.4727 -0.1962 2.2521
C -2.2048 -0.1798 1.7214
N -1.9747 -0.3871 0.4065
C -0.9970 -0.1679 2.5922
C -1.0668 0.0203 3.9561
C 0.0478 -0.2619 4.7247
C 1.1980 -0.7149 4.1090
C 1.2379 -0.8050 2.7269
N 0.1524 -0.5240 1.9838
C 2.4491 -1.3091 2.0259
C 3.7067 -1.2596 2.5990
C 4.7569 -1.8359 1.9041
C 4.5053 -2.4608 0.6943
C 3.2136 -2.4428 0.1726
C 2.8667 -3.1488 -1.1102
N 2.2200 -1.8306 0.8245
H -2.4565 -1.9368 -2.0647
H -1.9985 -0.2458 -2.2542
H -3.6918 -0.7348 -2.4279
H -5.1071 -1.0115 -0.5801
H -5.5463 -0.5489 1.8208
H -3.6331 -0.0093 3.3036
H -1.9827 0.3594 4.4191
H 0.0064 -0.1629 5.8026
H 2.0590 -1.0073 4.6930
H 3.8789 -0.7671 3.5474
H 5.7621 -1.8048 2.3085
H 5.2967 -2.9584 0.1473
H 3.7602 -3.4957 -1.6244
H 2.3011 -2.5030 -1.7816
H 2.2374 -4.0156 -0.8960
F -1.0082 -3.3175 1.7347
C -0.7732 -4.1426 0.6993
F 0.3087 -4.8736 0.9870
F -1.8179 -4.9476 0.5525
C -0.5253 -3.3722 -0.6149
O -0.6321 -3.9509 -1.6511
O -0.1996 -2.1067 -0.4588

Computed properties:
- spin multiplicity = 3
- highest occupied orbital energy (alpha / beta) (eV) = -10.777 / -10.796
- ΔE to the lowest compared entry with this formula, charge and spin (kcal/mol) = 17.2
- net charge = +1
- lowest unoccupied orbital energy (alpha / beta) (eV) = -3.72 / -3.67